No. 1
{
  "formula": "C16H17NO2S2Si",
  "method": "ωB97M-V/def2-TZVPD",
  "de_lowest_kcal_mol": 0.0,
  "lumo_energy_ev": -1.079,
  "gap_ha": 0.2623,
  "smiles": "COc1ccc(/C=C2\\SC(=S)NC2=O)cc1C#C[Si](C)(C)C",
  "symbols": ["C", "O", "C", "C", "C", "C", "C", "C", "S", "C", "S", "N", "C", "O", "C", "C", "C", "C", "Si", "C", "C", "C", "H", "H", "H", "H", "H", "H", "H", "H", "H", "H", "H", "H", "H", "H", "H", "H", "H"],
  "coordinates": [[2.044067, 0.411939, 3.214492], [1.849784, 0.367435, 1.827899], [0.544332, 0.396355, 1.435019], [-0.590635, 0.560122, 2.287873], [-1.853903, 0.687521, 1.811726], [-2.122790, 0.681345, 0.429396], [-3.382304, 1.054367, -0.124817], [-4.552900, 1.344823, 0.503627], [-4.897727, 1.257088, 2.222020], [-6.619358, 1.558603, 2.075946], [-7.725342, 1.500130, 3.271835], [-6.834721, 1.890074, 0.761468], [-5.795033, 1.694233, -0.163177], [-5.930526, 1.699153, -1.380205], [-1.012156, 0.408383, -0.414642], [0.295460, 0.294777, 0.015783], [1.322295, -0.041584, -0.870673], [2.175279, -0.276293, -1.742977], [3.553790, -1.323687, -2.193774], [3.060955, -2.658517, -3.412519], [3.995519, -2.122220, -0.582226], [4.952479, -0.207831, -2.749957], [3.089146, 0.396472, 3.488582], [1.663786, 1.384398, 3.598736], [1.568841, -0.451863, 3.698330], [-0.462518, 0.640877, 3.376646], [-2.701573, 0.946421, 2.446469], [-3.452018, 1.085203, -1.206010], [-7.762367, 2.008833, 0.399329], [-1.203674, 0.354326, -1.478803], [3.534640, -3.618703, -3.241652], [3.313051, -2.274483, -4.396145], [1.977654, -2.746858, -3.414605], [4.473351, -1.457234, 0.106134], [4.693775, -2.853775, -0.934714], [3.132464, -2.594321, -0.103326], [5.332805, 0.312923, -1.896742], [4.605959, 0.529623, -3.488732], [5.720113, -0.838051, -3.175613]],
  "forces_ev_per_a": [[-0.403, 0.686, 1.144], [-0.890, -0.270, -0.599], [-0.880, 0.207, -0.740], [2.309, -0.169, 1.044], [-1.505, 0.668, -1.377], [1.958, -0.314, 0.516], [-1.704, 0.040, -0.184], [0.960, -0.217, 0.800], [0.093, -0.227, 0.949], [0.158, 0.387, -0.632], [0.333, -0.001, -0.275], [0.343, -0.265, -0.415], [-0.417, -0.498, -2.035], [-0.350, 0.448, 1.335], [-1.247, 0.544, -0.168], [-0.623, -0.193, 2.408], [2.525, -0.138, -2.991], [-3.026, 0.819, 2.520], [0.620, -0.076, 0.061], [-0.146, 0.870, -0.129], [-0.478, -0.155, -0.450], [-0.823, -0.455, -0.675], [0.394, -0.155, -0.584], [-0.049, -0.701, 0.048], [-0.081, 0.330, 0.036], [0.113, -0.097, -0.639], [0.822, -0.331, 0.308], [0.005, 0.141, -0.091], [-0.361, 0.088, 0.016], [0.099, -0.043, -0.083], [0.052, -0.087, -0.002], [0.170, -0.214, -0.359], [-0.114, -0.272, 0.151], [0.288, 0.427, 0.430], [0.654, -0.877, 0.367], [0.192, -0.035, -0.145], [0.337, 0.371, 0.535], [0.187, -0.280, 0.131], [0.482, 0.046, -0.227]],
  "lowdin_charge": [-0.09, -0.06, -0.17, -0.01, -0.05, -0.20, -0.02, -0.40, 1.03, -1.15, 0.64, 0.03, -0.47, 0.09, 0.04, -0.17, -0.04, -0.03, 0.42, -0.17, -0.18, -0.18, 0.09, 0.11, 0.10, 0.11, 0.03, 0.13, 0.15, 0.13, 0.03, 0.02, 0.03, 0.03, 0.02, 0.05, 0.02, 0.04, 0.02]
}



No. 2
{
  "formula": "C36H100N8O12",
  "method": "ωB97M-V/def2-TZVPD",
  "de_lowest_kcal_mol": 71.1,
  "lumo_energy_ev": 0.715,
  "gap_ha": 0.3495,
  "smiles": "COC[C@H](C)N.COC[C@H](C)N.COC[C@H](C)N.COC[C@H](C)N.COC[C@H](C)N.COC[C@H](C)N.COC[C@H](C)N.COC[C@H](C)N.OCCO.OCCO",
  "symbols": ["C", "O", "C", "C", "C", "N", "H", "H", "H", "H", "H", "H", "H", "H", "H", "H", "H", "C", "O", "C", "C", "C", "N", "H", "H", "H", "H", "H", "H", "H", "H", "H", "H", "H", "C", "O", "C", "C", "C", "N", "H", "H", "H", "H", "H", "H", "H", "H", "H", "H", "H", "C", "O", "C", "C", "C", "N", "H", "H", "H", "H", "H", "H", "H", "H", "H", "H", "H", "C", "O", "C", "C", "C", "N", "H", "H", "H", "H", "H", "H", "H", "H", "H", "H", "H", "C", "O", "C", "C", "C", "N", "H", "H", "H", "H", "H", "H", "H", "H", "H", "H", "H", "C", "O", "C", "C", "C", "N", "H", "H", "H", "H", "H", "H", "H", "H", "H", "H", "H", "C", "O", "C", "C", "C", "N", "H", "H", "H", "H", "H", "H", "H", "H", "H", "H", "H", "O", "C", "C", "O", "H", "H", "H", "H", "H", "H", "O", "C", "C", "O", "H", "H", "H", "H", "H", "H"],
  "coordinates": [[-1.207467, 2.071365, 3.851935], [-1.479621, 0.739065, 4.130301], [-0.709580, 0.133247, 5.170621], [-1.097927, 0.490712, 6.600696], [-0.185238, -0.304670, 7.529937], [-2.516852, 0.199334, 6.734624], [-2.008873, 2.528886, 3.258668], [-0.300042, 2.106054, 3.230941], [-1.044214, 2.607544, 4.815654], [-0.917579, -0.994947, 5.056556], [0.351178, 0.157915, 4.917571], [-0.934827, 1.599831, 6.793833], [-0.619756, -1.290969, 7.830443], [-0.010422, 0.189865, 8.490090], [0.721102, -0.573577, 7.062199], [-2.848770, 0.365518, 7.699371], [-3.119757, 0.684914, 6.113025], [-3.481336, -9.057060, -1.020436], [-2.150027, -8.543736, -0.957743], [-1.402964, -8.665296, 0.265006], [-0.101041, -7.812560, 0.220106], [-0.348051, -6.403483, 0.752461], [0.564672, -7.715397, -1.085022], [-3.911037, -8.930948, -1.984880], [-4.075626, -8.683431, -0.168119], [-3.422353, -10.111191, -0.883309], [-1.921995, -8.472776, 1.180975], [-1.027505, -9.705224, 0.317872], [0.552394, -8.383551, 0.988447], [-1.091260, -5.814882, 0.140271], [0.589574, -5.825293, 0.857757], [-0.773333, -6.422601, 1.802042], [-0.083871, -7.631614, -1.869089], [0.987328, -8.592100, -1.431150], [1.409896, -0.051438, -5.647698], [0.490009, 0.684681, -4.844301], [-0.635403, -0.067143, -4.389590], [-1.012865, 0.494431, -3.042637], [-2.367009, -0.029603, -2.537997], [-1.258731, 1.945817, -3.068918], [0.983868, -0.552857, -6.469011], [1.940588, -0.826816, -5.031782], [2.092109, 0.674016, -6.015070], [-1.562866, -0.015901, -5.022424], [-0.320479, -1.082607, -4.321813], [-0.280205, 0.217833, -2.220548], [-2.327292, -1.034662, -2.163700], [-3.155117, -0.084053, -3.328133], [-2.817481, 0.646143, -1.775993], [-1.997729, 2.158173, -3.738612], [-0.404746, 2.335443, -3.474801], [-2.582445, 3.225645, -0.180684], [-2.248030, 3.846252, 1.013757], [-1.117238, 4.713433, 0.739543], [-0.733259, 5.224581, 2.107736], [-1.843008, 6.107978, 2.591887], [0.472616, 6.049358, 2.061841], [-3.044846, 3.840209, -0.964074], [-3.319586, 2.439343, 0.053502], [-1.795504, 2.630656, -0.666443], [-0.251198, 4.233073, 0.295538], [-1.489872, 5.511397, 0.096745], [-0.668912, 4.318246, 2.763604], [-1.636861, 6.651972, 3.532049], [-2.742184, 5.528124, 2.778299], [-2.096362, 6.809827, 1.779965], [0.462860, 6.786321, 1.352185], [1.298980, 5.504280, 1.757520], [-1.587869, -4.569662, -3.172380], [-0.237460, -4.564215, -2.740647], [0.556991, -3.560191, -3.323001], [2.015692, -4.086284, -3.378141], [2.376557, -4.862873, -2.103697], [2.887593, -2.960243, -3.808153], [-2.194895, -5.232639, -2.482758], [-1.725260, -4.944874, -4.227332], [-2.079316, -3.545973, -3.046582], [0.197149, -3.409405, -4.376244], [0.487822, -2.648679, -2.654873], [2.096011, -4.844191, -4.211447], [2.073458, -4.335113, -1.213573], [3.424219, -4.987752, -2.163680], [1.863017, -5.832339, -2.125679], [3.679693, -3.211372, -4.355683], [3.263031, -2.425094, -2.942381], [-4.837240, -4.527266, -0.989814], [-3.755971, -3.817992, -0.460518], [-4.185283, -2.828683, 0.479553], [-3.002115, -2.366114, 1.298847], [-2.532666, -3.445638, 2.351641], [-3.204541, -1.035111, 1.902471], [-4.427096, -5.359029, -1.509632], [-5.355566, -3.941291, -1.746804], [-5.525664, -4.799547, -0.177950], [-4.663221, -1.951670, -0.007881], [-4.910042, -3.326970, 1.167423], [-2.303201, -2.388746, 0.480354], [-3.200186, -3.638425, 3.165478], [-1.602862, -3.059932, 2.707896], [-2.299134, -4.338748, 1.793450], [-2.576820, -0.914379, 2.737056], [-4.164740, -0.941794, 2.227274], [-0.024761, 9.836564, -3.286153], [0.313178, 8.664242, -2.612453], [1.538077, 8.120038, -3.079145], [1.518311, 6.642348, -2.778549], [2.791714, 5.962414, -3.331626], [0.401583, 5.881797, -3.265333], [0.591508, 10.635393, -2.914615], [-1.053391, 10.115619, -3.080358], [0.063172, 9.677800, -4.393006], [1.633459, 8.310232, -4.172036], [2.400332, 8.684304, -2.662967], [1.586527, 6.521090, -1.597644], [2.757733, 4.883281, -3.058750], [3.649569, 6.363161, -2.848837], [2.876319, 6.216518, -4.381750], [0.602398, 5.622338, -4.206127], [-0.483359, 6.315101, -3.152256], [2.100957, 1.977706, -1.740972], [2.082584, 0.842210, -0.950781], [1.243251, 0.950467, 0.206805], [1.384196, -0.310846, 1.021678], [1.089436, -1.575032, 0.227631], [0.562386, -0.151744, 2.231990], [1.020511, 2.315635, -1.940239], [2.597026, 1.727589, -2.710126], [2.588140, 2.820254, -1.228371], [1.606636, 1.759056, 0.848412], [0.225541, 1.168142, -0.038056], [2.414326, -0.411741, 1.369161], [1.165075, -2.506906, 0.815695], [1.720620, -1.697827, -0.641689], [0.058600, -1.637616, -0.219262], [0.373747, -1.036492, 2.666031], [-0.384824, 0.206256, 1.938721], [3.283571, 3.706367, 1.686346], [3.353761, 3.880928, 3.078682], [2.546133, 2.939983, 3.934120], [2.821766, 1.592169, 3.750155], [3.580165, 2.824625, 1.464973], [4.396772, 3.669324, 3.424188], [3.127157, 4.951162, 3.311763], [1.471831, 3.131685, 3.940276], [2.805466, 3.200863, 4.984857], [2.090566, 1.073084, 3.304902], [4.608675, -0.298299, 2.428446], [4.948828, 0.148258, 1.088540], [4.801549, -1.137008, 0.145159], [4.444135, -0.807799, -1.228835], [4.080472, 0.402901, 2.831553], [4.230327, 0.879759, 0.742977], [5.957315, 0.571358, 1.018669], [4.130679, -1.713070, 0.728824], [5.744288, -1.646415, 0.140954], [3.599301, -0.330141, -1.335736]],
  "forces_ev_per_a": [[0.778, 0.692, 0.400], [-0.828, -1.252, 0.570], [-0.472, -2.059, -1.043], [0.157, 1.534, -0.592], [-1.755, -0.886, 1.396], [0.041, -1.011, 2.060], [-0.014, -0.271, 0.339], [0.038, 0.320, 0.200], [-0.083, 0.153, -0.768], [-0.067, 1.471, 0.253], [0.249, 0.776, 0.364], [0.225, -1.031, -0.299], [-0.106, 0.699, -0.487], [0.188, 0.170, -0.292], [1.281, 0.124, -0.500], [0.310, -0.112, -0.856], [-0.141, 0.577, -0.689], [1.265, -0.074, 2.075], [-0.045, 1.033, 0.089], [1.106, -1.259, -1.740], [-0.078, -0.531, 0.821], [-0.682, 0.923, 0.987], [0.330, -1.264, -0.913], [-0.221, 0.803, -0.683], [-0.131, 0.223, -0.604], [-0.064, -1.248, 0.211], [-0.866, 0.387, 0.402], [-0.427, 0.030, 0.034], [-0.557, 1.090, -1.379], [0.870, -0.633, 0.337], [-0.410, -0.289, -0.419], [0.316, -0.230, -1.049], [-0.587, 0.819, 0.644], [0.142, 0.229, 1.150], [0.447, -0.370, 2.158], [-0.584, -0.175, -0.555], [0.116, 0.737, 0.027], [-1.731, -0.035, 1.767], [-1.154, -0.065, -0.439], [1.647, 0.147, -0.459], [-0.999, -0.558, -1.143], [-0.326, 0.638, -0.431], [0.803, 0.539, -0.313], [0.943, 0.194, -0.081], [-0.018, -1.055, 0.168], [-0.346, 0.623, -1.168], [0.151, -0.596, 0.463], [0.673, 0.226, 0.105], [0.684, -0.539, -0.283], [0.043, -0.182, 0.098], [-0.354, 0.407, 0.027], [-1.352, -2.305, -0.652], [1.496, 0.464, -1.035], [-1.108, -0.283, 1.399], [0.084, 0.579, -0.226], [-1.021, 0.541, 0.612], [1.844, -0.686, -0.187], [0.240, 0.472, 0.268], [-0.093, 0.349, 0.081], [0.392, 0.590, 0.197], [-0.079, -0.596, -0.384], [0.300, 0.242, -0.203], [0.625, 0.951, -0.364], [0.248, -0.188, -0.572], [-0.155, -0.125, -0.085], [0.099, 0.095, 0.443], [-0.739, -0.145, 0.302], [-0.631, 0.054, 0.411], [-1.238, 0.320, 0.622], [-0.951, -0.646, -0.062], [0.327, -0.144, -0.308], [-0.130, -0.253, -1.184], [-0.956, 0.240, -1.084], [-0.383, 1.333, 2.988], [0.962, 0.518, -0.739], [0.317, 0.469, 0.848], [0.690, -1.030, -0.382], [0.343, 0.508, 0.861], [0.156, -0.470, -0.998], [-0.354, 0.745, 0.630], [0.057, 0.242, 0.438], [1.261, -0.351, 0.423], [0.225, 0.311, 0.236], [0.506, -0.549, -0.229], [-0.731, -1.145, -1.901], [-0.242, 0.637, 0.149], [0.316, 0.926, 0.720], [-1.069, -0.402, 0.723], [-0.279, -0.957, 0.962], [0.000, 1.122, -2.133], [0.777, -0.340, 0.367], [0.203, -1.030, -0.163], [-0.382, 0.282, 0.007], [-0.023, -0.295, -0.352], [0.135, -0.477, 0.019], [-0.008, 0.435, -0.423], [1.314, 0.694, 0.090], [-0.597, 0.044, 0.367], [0.762, 0.102, 0.673], [-0.049, -0.550, 0.021], [-0.952, -0.040, -1.103], [0.228, -0.015, 0.062], [-0.347, -0.114, -0.819], [0.009, -0.584, -0.007], [-0.214, 0.732, -0.509], [1.595, -0.905, 2.645], [-1.027, -0.126, 0.891], [0.654, -0.259, 0.445], [0.513, 0.701, -0.277], [-0.195, -0.226, 0.181], [0.095, 0.422, 0.750], [-0.262, -0.361, 0.228], [-0.275, -0.531, 0.261], [-0.341, 0.329, -2.142], [-0.012, 0.667, -0.761], [0.858, 0.431, 0.434], [0.040, -0.580, -0.426], [-0.412, -0.190, -0.771], [-0.688, 0.515, -0.069], [-1.486, 1.285, -1.149], [-0.430, -1.029, 0.921], [1.822, -0.047, 0.222], [-0.148, -1.082, 0.114], [-1.442, -0.864, -0.581], [-1.083, 1.292, -0.869], [1.444, -0.350, 0.033], [-0.361, 0.299, 0.816], [0.167, -0.104, -0.162], [-0.046, 0.375, -0.099], [-0.922, 0.044, -0.537], [0.071, 0.188, -0.107], [0.219, 0.483, 0.063], [0.538, 0.103, -0.089], [0.548, 0.497, 0.579], [0.086, -0.487, 0.187], [1.137, -0.491, 0.568], [-0.659, 0.384, -0.334], [1.437, 0.145, 0.777], [-1.168, 1.152, 1.499], [-0.226, -1.835, -1.130], [0.159, -0.329, 0.025], [-0.353, 0.467, -0.365], [0.006, -0.935, -0.179], [-0.143, 0.005, -0.603], [0.162, -0.151, -0.445], [0.446, 0.965, 0.575], [0.455, 0.489, -1.009], [-0.197, -1.672, -0.281], [0.106, 2.988, -0.166], [0.451, -0.699, 0.813], [0.154, 0.098, 0.347], [-0.254, 0.324, -0.179], [-0.141, -0.049, 0.246], [-1.214, -0.972, -0.136], [0.461, -0.318, -0.441], [0.273, -0.171, 0.905]],
  "lowdin_charge": [-0.13, -0.23, -0.22, -0.45, -0.06, 0.04, 0.09, 0.06, 0.10, 0.15, 0.10, 0.14, 0.09, 0.08, 0.05, 0.09, 0.06, -0.09, -0.21, -0.19, -0.42, -0.09, 0.04, 0.07, 0.09, 0.07, 0.11, 0.12, 0.16, 0.09, 0.07, 0.08, 0.07, 0.08, -0.09, -0.20, -0.19, -0.42, -0.07, 0.04, 0.07, 0.08, 0.07, 0.14, 0.08, 0.14, 0.05, 0.09, 0.07, 0.09, 0.06, -0.16, -0.19, -0.19, -0.45, -0.07, 0.05, 0.09, 0.09, 0.05, 0.12, 0.13, 0.12, 0.09, 0.07, 0.09, 0.08, 0.06, -0.11, -0.23, -0.22, -0.41, -0.05, 0.03, 0.08, 0.10, 0.09, 0.13, 0.13, 0.15, 0.06, 0.06, 0.05, 0.05, 0.10, -0.11, -0.20, -0.22, -0.42, -0.02, 0.05, 0.06, 0.09, 0.09, 0.13, 0.13, 0.11, 0.07, 0.05, 0.05, 0.06, 0.07, -0.13, -0.20, -0.23, -0.46, -0.06, 0.06, 0.08, 0.08, 0.10, 0.12, 0.14, 0.17, 0.08, 0.06, 0.08, 0.06, 0.06, -0.11, -0.23, -0.17, -0.40, -0.04, 0.07, 0.09, 0.11, 0.09, 0.12, 0.12, 0.11, 0.09, 0.05, 0.09, 0.07, 0.10, -0.07, -0.25, -0.27, -0.08, 0.05, 0.13, 0.13, 0.10, 0.13, 0.08, -0.09, -0.19, -0.18, -0.09, 0.03, 0.08, 0.12, 0.08, 0.11, 0.05]
}